12
Properties=species:S:1:pos:R:3:forces:R:3:nbo_charge:R:1 method="wB97M-V/def2-TZVPD" gap_ev=8.297 homo_energy_ev=-8.84 total_charge=0 de_lowest_ev=1.548 spin_multiplicity=1 fmax_ha_per_bohr=0.0862
C 1.554042 -0.659018 1.156729 1.5 0.0 -1.4 0.3495
C 0.738069 0.442983 0.684291 -4.0 -0.7 1.8 0.0097
C -0.986163 -0.795138 0.065997 2.4 -0.5 0.6 -0.0217
O 2.442889 -1.176818 0.526660 -0.6 0.1 0.2 -0.5498
O 0.896592 1.139576 -0.450962 0.9 0.0 -0.2 -0.6740
O -1.026943 -0.374387 -1.214556 -0.5 -0.1 0.2 -0.7082
I 1.124272 -1.268020 3.130051 -0.2 -0.2 0.4 0.0732
I -2.603679 -0.308004 1.469408 0.6 -0.2 -0.8 0.0709
H 0.250282 1.016653 1.538998 0.7 -0.5 -1.5 0.2249
H -0.723723 -1.957680 0.111117 -0.7 2.7 0.0 0.2181
H 1.418959 0.621647 -1.087308 0.1 0.0 0.2 0.5032
H -0.899656 0.598269 -1.337890 -0.1 -0.8 0.6 0.5040